No. 1
Entry from OMol25: a structure of composition C10H24B11Br6NO6PW (ωB97M-V with the def2-TZVPD basis set).

Structure (XYZ):
```
60
Properties=species:S:1:pos:R:3:forces:R:3:lowdin_spin:R:1
O -1.6744 4.3368 -1.1247 -0.02 -0.03 0.04 0.00
H -2.1582 -3.3122 2.7616 0.01 0.00 0.01 0.00
H 0.0139 1.9269 3.6700 0.00 0.04 0.02 0.00
C 1.6764 2.5243 2.4498 0.03 0.09 0.06 0.00
H 0.5281 -1.0653 -6.4567 -0.02 0.02 -0.01 0.00
N -0.7075 2.7328 1.8829 -0.16 -0.03 -0.05 0.00
C -0.5239 3.8927 0.9700 -0.06 0.04 -0.11 0.01
O -2.3139 0.6527 1.3226 -0.01 -0.01 -0.20 0.04
H 2.2408 0.8626 -4.9954 0.00 0.02 0.00 0.00
B 2.5866 -0.9325 -3.1389 -0.03 0.00 -0.02 0.03
H -0.7832 -0.1700 5.0563 0.02 -0.01 -0.01 0.00
H 0.5296 4.0133 0.7093 -0.04 -0.01 0.02 0.00
C -2.1025 2.7667 2.4400 -0.09 -0.05 0.01 0.00
H -0.8790 4.8205 1.4182 -0.02 -0.02 0.02 0.00
C -1.2755 3.5834 -0.3189 0.21 0.31 0.06 0.00
O 1.5353 1.4733 1.4634 -0.50 -0.10 -0.24 0.02
H 0.4223 -3.2302 4.2115 -0.03 0.01 0.00 0.00
H 2.9752 -1.8422 -5.3071 0.01 0.00 0.00 0.00
B -0.2017 -1.0543 -2.5681 0.00 -0.01 0.01 0.02
B 1.1656 0.0217 -2.7257 -0.01 -0.01 0.03 0.02
Br -0.4286 -4.2331 -1.9066 0.02 0.05 -0.03 0.06
H 0.8856 -3.7294 -5.2646 -0.01 -0.02 0.00 0.00
O -3.6101 1.0173 3.0982 -0.03 0.12 -0.13 0.00
H 2.3755 1.0732 1.1969 -0.02 -0.03 -0.08 0.00
H 0.2264 3.6826 3.5461 -0.01 0.02 -0.02 0.00
O -0.1727 -0.2723 2.1514 0.16 -0.23 0.00 0.02
Br -1.1920 1.4401 -4.4113 0.08 -0.09 0.02 0.09
H -2.7193 3.4535 1.8559 0.03 0.02 -0.01 0.00
B -0.5515 -1.8101 -4.1605 -0.04 0.00 0.00 0.10
O -1.3549 2.2138 -0.4410 -0.21 -0.18 -0.14 0.02
H 3.6933 -0.6497 -2.8638 0.01 0.01 0.02 0.00
B 1.3860 -1.5599 -2.0082 -0.03 0.02 0.07 0.01
B 0.3364 -2.7465 -2.8386 -0.02 0.01 0.04 0.06
B 0.6861 -1.1685 -5.2981 0.02 -0.02 0.03 0.03
Br -2.2718 -2.3310 -4.7719 0.11 0.03 0.04 0.40
C -2.7723 1.4079 2.3584 -0.13 0.12 0.15 0.01
C 2.1683 -1.6437 -4.6144 -0.03 0.01 0.03 0.00
W -0.5439 0.8851 0.6059 0.78 0.41 0.47 0.85
P -0.6784 -1.4837 3.0523 -0.17 -0.05 0.17 0.00
B 0.9063 -2.7762 -4.5797 -0.01 0.03 0.01 0.03
B 2.0704 -2.6557 -3.2457 -0.03 0.03 -0.02 0.04
C -1.4568 -0.8402 4.5205 -0.05 -0.08 -0.02 0.00
H -1.6773 -1.6869 5.1756 0.01 -0.01 0.01 0.00
H 2.8374 -3.5234 -3.0526 0.00 -0.01 0.02 0.00
H 1.2056 -2.9121 2.6584 0.03 -0.01 -0.06 0.00
H -1.3448 -2.8910 1.2420 0.01 0.01 -0.01 0.00
B 1.7094 -0.0155 -4.4251 -0.02 -0.03 0.02 0.03
H 1.4735 -1.8141 4.0414 -0.01 0.00 -0.01 0.00
C 0.7467 -2.4434 3.5264 -0.03 0.07 -0.04 0.00
B -0.0388 -0.0370 -4.0482 -0.06 0.05 0.00 0.07
Br 1.6429 -1.5848 -0.0570 0.04 -0.06 -0.06 0.01
C -1.8307 -2.4827 2.1303 0.08 -0.01 0.03 0.00
H 2.3572 2.2061 3.2377 -0.02 -0.02 0.01 0.00
C 0.2871 2.7403 2.9989 0.10 -0.14 0.03 0.00
H -2.3973 -0.3380 4.2859 0.12 -0.09 0.05 0.00
Br 1.3306 1.5720 -1.5026 -0.01 -0.06 -0.19 0.01
Br -1.6226 -0.7044 -1.2014 0.04 -0.11 -0.05 0.00
H -2.1050 3.1198 3.4699 0.03 0.00 0.00 0.00
H 2.0909 3.4102 1.9683 0.01 -0.02 0.02 0.00
H -2.7011 -1.8896 1.8509 -0.01 0.01 0.02 0.00
```
Forces are in eV/Å.

Results
Charge: +3
Energy relative to the best compared isomer or geometry (same formula, charge and spin) (kJ/mol): 0.00
DFT total energy (eV): -463327.918
Orbital gap (alpha / beta) (hartree): 0.250 / 0.173
2S+1: 3

No. 2
Entry from OMol25: a structure of composition C12H27BrCl2IO14PS3Sb (ωB97M-V with the def2-TZVPD basis set).

Structure (XYZ):
```
62
Properties=species:S:1:pos:R:3:forces:R:3:mulliken_charge:R:1
O 3.1042 -1.2885 3.2844 0.31 -0.35 -0.43 -0.73
C -0.1989 -7.5920 5.4300 0.39 -0.18 -0.25 -0.32
O -1.8620 2.3199 -0.1411 -0.40 -0.16 -0.61 -0.52
C 1.9351 0.4290 1.0726 -0.76 -0.58 -0.05 -1.41
H 6.4567 0.5681 1.7539 -0.18 -0.01 -0.34 0.26
H 4.5445 0.9941 -0.8031 -0.38 -0.44 -0.18 0.28
H -2.1128 3.7278 -4.0703 0.02 0.05 0.00 0.24
O -1.6193 -7.6942 5.2874 -0.16 0.44 -0.22 -0.31
P 2.9107 -2.8116 0.3767 0.09 -1.12 -1.54 -0.03
C -7.6970 3.1584 -2.7315 0.14 -0.48 -0.25 -0.29
O -0.6905 -6.1568 3.6580 -0.52 -0.68 0.00 -0.16
C -1.4172 3.8994 -3.2446 -0.32 0.16 -0.39 -0.33
Cl 7.0669 0.2719 -1.9631 0.36 0.13 0.57 -0.24
Cl 4.3963 -1.2383 -1.8530 -0.39 0.64 0.39 -0.19
H -7.9569 2.2765 -3.3216 0.03 -0.01 0.04 0.30
H -0.0543 -5.4285 5.4690 0.06 -0.02 0.01 0.26
H 4.1562 -4.6208 0.7357 -0.04 -0.43 0.20 0.26
O 4.3289 -3.7838 0.3108 -0.81 1.00 0.31 -0.45
H 0.2603 -8.4251 4.8928 0.02 0.03 0.02 0.29
O -8.0282 4.4160 -5.7173 0.28 0.44 0.41 -0.54
Br 2.3899 2.9094 -0.9974 -0.20 -0.34 -0.19 -0.26
H -7.9809 2.9974 -1.6949 -0.12 0.23 -0.03 0.31
C 6.8763 0.7758 0.7663 0.75 -0.41 -0.56 -1.08
H -1.2122 5.2638 -1.5738 0.01 -0.02 -0.03 0.29
H -5.5900 2.6308 -2.8730 0.07 0.09 -0.20 0.20
O -3.0431 -5.8958 4.3850 0.19 -0.60 -0.24 -0.54
H 6.7191 1.8247 0.4909 0.02 -0.17 0.17 0.28
H 4.4356 0.7802 2.2354 -0.09 0.00 -0.19 -0.11
S -2.4488 2.5746 -1.4121 0.39 0.17 -0.09 1.12
C 6.3206 -0.1362 -0.3292 -1.85 -0.09 -0.01 -0.08
C 1.7195 1.1229 -1.4747 -0.64 -1.01 -0.54 -0.67
H 1.2120 0.0615 1.8255 0.45 -0.13 -0.18 0.42
S -7.5329 4.9218 -4.4782 0.08 -0.26 0.19 1.10
S -2.0961 -6.8811 3.9742 0.33 0.23 0.03 1.02
O -2.9185 4.1199 -1.4660 -0.07 -0.54 -0.29 -0.31
C 1.2233 0.2537 -0.2933 -0.43 1.25 0.69 0.07
H 2.4463 0.6220 -2.1241 0.26 0.36 0.54 0.33
O -2.3714 -7.8138 2.9313 -0.06 0.51 0.36 -0.54
H 0.8512 1.2996 -2.1201 0.27 0.26 0.17 0.37
O -6.1393 4.1783 -4.1496 -0.65 0.06 -0.25 -0.29
H -5.9063 4.2034 -2.1052 0.01 -0.04 0.00 0.21
H -2.4944 5.7170 -2.7235 -0.20 -0.11 0.09 0.33
C 4.7524 -0.0400 -0.4958 2.08 -0.24 -0.29 -0.48
I 1.3872 -3.9527 1.9492 0.20 -0.07 0.32 -0.16
C -6.2301 3.5093 -2.8838 0.03 0.03 0.57 -0.12
Sb 3.8002 -0.6665 1.4313 0.29 0.81 1.64 0.85
C -1.9877 4.8835 -2.2421 0.52 0.24 0.07 -0.36
H 7.9565 0.5659 0.8360 -0.26 0.33 -0.06 0.35
O -3.5047 1.7734 -1.9469 0.25 0.28 0.43 -0.57
H 1.1237 -0.8070 -0.5690 0.48 0.31 -0.22 0.20
H 6.5199 -1.2010 -0.1624 0.36 0.36 0.00 0.43
H 1.2080 -6.2151 4.4932 -0.10 0.05 -0.26 0.33
O -7.3828 6.3187 -4.2322 -0.23 -0.51 -0.26 -0.55
C 0.1657 -6.2622 4.7982 0.05 0.24 0.51 -0.36
H 2.6949 -0.5421 3.7083 -0.26 0.46 0.33 0.23
H 2.0994 1.4791 1.3649 0.11 -0.29 -0.45 0.57
O -8.3990 4.2838 -3.2745 0.43 0.45 -0.19 -0.32
H 0.1797 0.5744 -0.1274 0.23 -0.04 -0.04 0.11
H -0.4552 4.2159 -3.6397 0.10 -0.20 0.16 0.34
H 0.0779 -7.6406 6.4807 -0.23 0.01 0.03 0.30
H 5.2874 -1.5045 1.8089 -0.02 -0.16 -0.08 -0.08
O -1.2758 2.6763 -2.5163 -0.34 0.12 0.67 -0.22
```
Forces are in eV/Å.

Results
Charge: -1
DFT total energy (eV): -193063.997
Orbital gap (hartree): 0.209

No. 3
Entry from OMol25: a structure of composition C5H8N2O (ωB97M-V with the def2-TZVPD basis set).

Structure (XYZ):
```
16
Properties=species:S:1:pos:R:3:forces:R:3:mulliken_charge:R:1
C -0.2713 0.6797 1.3624 1.24 1.22 -0.15 -0.60
H 0.2207 -1.3871 1.4886 1.27 0.40 -0.34 0.27
O -1.3665 -0.9605 -0.0540 -3.03 -0.54 1.14 -0.57
H -1.7392 1.1846 -1.9358 0.02 0.25 -0.62 0.35
H 0.3753 1.5923 1.2706 -1.30 -0.27 0.61 0.26
H 1.4094 -1.4923 -1.8416 -1.21 3.03 0.60 0.33
H 1.4483 0.9727 -0.2922 -1.73 -1.38 0.88 0.22
H 1.8585 -0.4980 1.9557 -2.45 0.45 -1.60 0.27
H -2.2400 -0.9563 0.5367 3.03 0.65 -1.91 0.36
C -0.7967 0.8025 -1.5893 1.00 -3.75 -1.20 -0.54
C 0.8500 -0.4780 1.3106 -0.28 -0.36 0.12 -0.49
C -0.6523 0.2675 -0.1672 1.07 0.53 1.77 0.84
C 0.8122 -0.0225 -0.2205 3.04 0.49 -0.77 -0.41
N 1.1431 -0.4333 -1.6192 -1.45 -3.32 -0.94 -0.22
N -0.0308 0.0022 -2.4064 0.13 2.76 3.48 -0.40
H -1.0208 0.7266 2.2016 0.67 -0.18 -1.07 0.34
```
Forces are in eV/Å.

Results
Energy relative to the best compared isomer or geometry (same formula, charge and spin) (kJ/mol): 563.61
DFT total energy (eV): -10336.885
Orbital gap (hartree): 0.348

no.,strongest force on any atom (eV/Å)
1,1.00
2,2.11
3,4.44